Formula: C38H31N5O4PtSSi
Source: OMol25
Level of theory: ωB97M-V with the def2-TZVPD basis set

CARTESIAN COORDINATES (ANGSTROEM)
1 Pt 0.3898 -0.2188 -0.6266
2 C -5.0490 -9.4732 8.3026
3 O -5.4431 -9.1935 6.9706
4 C -4.8088 -8.1903 6.3223
5 C -3.8059 -7.4048 6.8797
6 C -3.2200 -6.4004 6.1212
7 C -3.6142 -6.1623 4.8119
8 C -4.6237 -6.9603 4.2656
9 C -5.2135 -7.9574 5.0066
10 C -3.0099 -5.1169 3.9854
11 N -3.3490 -4.8455 2.7456
12 C -2.5287 -3.8230 2.3569
13 C -1.6802 -3.4603 3.3794
14 N -2.0022 -4.2953 4.4154
15 C -0.7181 -2.4113 3.2703
16 C 0.1407 -1.9425 4.2776
17 C 0.9889 -0.8971 4.0092
18 C 0.9938 -0.3403 2.7252
19 N 0.2148 -0.7955 1.7665
20 C -0.6398 -1.7885 2.0196
21 C -1.5171 -2.1691 0.9066
22 N -1.3597 -1.5337 -0.2839
23 C -2.1427 -1.8627 -1.2978
24 C -3.1338 -2.8401 -1.1953
25 C -3.2995 -3.5045 -0.0061
26 C -2.4740 -3.1764 1.0769
27 H -5.6666 -10.3032 8.6316
28 H -5.2208 -8.6143 8.9556
29 H -3.9971 -9.7637 8.3518
30 H -3.4699 -7.5632 7.8938
31 H -2.4396 -5.8090 6.5859
32 H -4.9304 -6.7793 3.2444
33 H -5.9934 -8.5806 4.5894
34 H -1.5487 -4.3376 5.3108
35 H 0.1360 -2.3991 5.2592
36 H 1.6638 -0.5191 4.7638
37 H 1.6775 0.4587 2.4655
38 H -1.9842 -1.3281 -2.2231
39 H -3.7469 -3.0627 -2.0570
40 H -4.0434 -4.2809 0.1168
41 C 2.0639 4.8928 -3.2233
42 C 1.4282 5.1778 -2.0225
43 C 0.6064 4.2299 -1.4265
44 C 0.4026 2.9811 -2.0167
45 C 1.0458 2.7159 -3.2319
46 C 1.8691 3.6587 -3.8314
47 Si -0.7117 1.7069 -1.2081
48 C -2.1993 1.4037 -2.3155
49 C -3.4637 1.8761 -1.9623
50 C -4.5623 1.6719 -2.7882
51 C -4.4127 0.9919 -3.9889
52 C -3.1604 0.5177 -4.3608
53 C -2.0688 0.7214 -3.5291
54 H 2.7054 5.6305 -3.6875
55 H 1.5722 6.1407 -1.5490
56 H 0.1199 4.4646 -0.4863
57 H 0.8813 1.7669 -3.7339
58 H 2.3530 3.4362 -4.7742
59 H -1.2098 2.3203 0.0534
60 H -3.5966 2.4064 -1.0257
61 H -5.5355 2.0450 -2.4949
62 H -5.2670 0.8334 -4.6344
63 H -3.0375 -0.0106 -5.2982
64 H -1.0981 0.3374 -3.8284
65 N 2.2077 0.3660 -1.3728
66 C 2.9443 -0.5732 -0.5340
67 C 4.0028 -0.1644 0.2563
68 C 4.4682 -1.0215 1.2468
69 C 3.8762 -2.2669 1.4301
70 C 2.8743 -2.7002 0.5785
71 C 2.4078 -1.8561 -0.4201
72 S 4.4010 -3.3325 2.7950
73 O 4.9432 -2.3956 3.7622
74 O 3.1592 -3.9729 3.1983
75 O 5.3696 -4.2116 2.1698
76 H 2.4172 1.3195 -1.0896
77 H 2.3807 0.3050 -2.3704
78 H 4.4047 0.8384 0.1563
79 H 5.2523 -0.7171 1.9279
80 H 2.4428 -3.6814 0.7295
81 H 1.6356 -2.2000 -1.1073

Charge: 0
Energy above the lowest of the compared OMol25 structures with the same formula, charge and spin (kcal per mole): 19.55
Energy (a.u.): -2848.47454



Formula: C25H33N5O3
Source: OMol25
Level of theory: ωB97M-V with the def2-TZVPD basis set

CARTESIAN COORDINATES (ANGSTROEM)
1 C -6.5085 3.2461 0.5158
2 C -7.8982 2.9800 -0.0522
3 C -8.1412 1.5110 -0.4242
4 C -7.2341 1.0574 -1.5661
5 N -7.9428 0.6845 0.7650
6 C -8.3430 -0.7035 0.6114
7 C -7.1867 -1.5858 0.1256
8 O -7.3756 -2.6434 -0.4351
9 N -5.9898 -1.0441 0.4515
10 C -4.6952 -1.4977 0.2034
11 C -4.4602 -2.7483 -0.3883
12 C -3.1797 -3.2091 -0.6221
13 C -2.1367 -2.3855 -0.2456
14 O -0.7954 -2.5664 -0.3341
15 C -0.2611 -1.4319 0.1986
16 C 1.1733 -1.2938 0.2847
17 C 2.0211 -2.3064 -0.1656
18 C 3.3893 -2.1781 -0.0569
19 C 3.9382 -1.0273 0.5084
20 N 5.3063 -0.8492 0.6636
21 C 6.3368 -1.6600 0.3134
22 O 6.2499 -2.7401 -0.2257
23 C 7.6837 -1.0543 0.7236
24 N 7.6065 0.3921 0.8015
25 C 7.7035 1.1032 -0.4749
26 C 6.6585 2.2232 -0.4918
27 C 9.0989 1.6927 -0.7292
28 C 10.2042 0.6457 -0.8152
29 C 3.0900 -0.0076 0.9505
30 C 1.7247 -0.1375 0.8414
31 N -1.1333 -0.5602 0.6065
32 C -2.3559 -1.1234 0.3466
33 C -3.6448 -0.6670 0.5746
34 H -5.7403 3.0643 -0.2301
35 H -6.4316 4.2830 0.8345
36 H -6.3209 2.6065 1.3744
37 H -8.6467 3.2797 0.6869
38 H -8.0537 3.5929 -0.9417
39 H -9.1874 1.4250 -0.7794
40 H -7.4674 0.0377 -1.8616
41 H -6.1884 1.0989 -1.2776
42 H -7.3860 1.7038 -2.4270
43 H -8.4498 1.1094 1.5346
44 H -8.6414 -1.1054 1.5845
45 H -9.1908 -0.8396 -0.0759
46 H -6.0784 -0.1180 0.8646
47 H -5.3085 -3.3529 -0.6620
48 H -3.0025 -4.1707 -1.0752
49 H 1.5962 -3.1988 -0.5986
50 H 4.0440 -2.9614 -0.4009
51 H 5.6176 0.0299 1.0722
52 H 8.4431 -1.4363 0.0288
53 H 7.9130 -1.4527 1.7169
54 H 8.2893 0.7622 1.4525
55 H 7.4654 0.3906 -1.2728
56 H 5.6543 1.8124 -0.4296
57 H 6.8153 2.8924 0.3511
58 H 6.7356 2.7980 -1.4106
59 H 9.3299 2.4018 0.0711
60 H 9.0690 2.2523 -1.6659
61 H 10.3230 0.1152 0.1273
62 H 9.9844 -0.0790 -1.5965
63 H 11.1525 1.1233 -1.0510
64 H 3.5169 0.8851 1.3861
65 H 1.0595 0.6391 1.1829
66 H -3.8177 0.2957 1.0290

Structure (SMILES): CC[C@@H](C)NCC(=O)Nc1ccc2oc(-c3ccc(NC(=O)CN[C@@H](C)CC)cc3)nc2c1
Charge: 0
Energy above the lowest of the compared OMol25 structures with the same formula, charge and spin (kcal per mole): 0.00
Energy (a.u.): -1472.01626



Formula: C4H14O2S2
Source: OMol25
Level of theory: ωB97M-V with the def2-TZVPD basis set

CARTESIAN COORDINATES (ANGSTROEM)
1 C 0.0400 -1.1242 0.0888
2 C -1.0380 -1.9970 -0.5230
3 C -0.7516 -3.4895 -0.3359
4 S -1.5564 -4.3191 1.0708
5 S -1.5848 -3.0542 2.6788
6 C -2.7061 -1.6250 2.5437
7 H 0.9653 -1.0784 -0.5112
8 H -0.1801 -0.0425 0.0219
9 H 0.2109 -1.3555 1.1542
10 H -2.1079 -1.9106 -0.2572
11 H -1.1987 -1.7743 -1.5895
12 H -1.2492 -4.0365 -1.1508
13 H 0.3378 -3.6381 -0.3219
14 H -2.6811 -1.1318 1.5576
15 H -3.6972 -1.7083 2.9947
16 H -2.2985 -0.8716 3.2505
17 O 2.7125 4.7264 -3.2495
18 H 2.2585 4.6137 -4.0915
19 H 3.2974 5.4669 -3.4487
20 O 3.3605 6.2188 -0.0878
21 H 3.6885 6.0466 0.8062
22 H 4.1782 6.0840 -0.6002

Structure (SMILES): CCCSSC.O.O
Charge: 0
Energy above the lowest of the compared OMol25 structures with the same formula, charge and spin (kcal per mole): 21.88
Energy (a.u.): -1107.61531



Formula: C23H25N3O2S
Source: OMol25
Level of theory: ωB97M-V with the def2-TZVPD basis set

CARTESIAN COORDINATES (ANGSTROEM)
1 C 2.4803 4.8616 -5.4025
2 O 2.2127 3.8588 -4.4547
3 C 1.4751 2.7786 -4.8392
4 C 0.9706 2.5737 -6.1182
5 C 0.2392 1.4274 -6.3865
6 C 0.0107 0.4836 -5.4067
7 C 0.5099 0.6799 -4.1190
8 C 0.2747 -0.3185 -3.0639
9 C 0.3723 -1.6790 -3.3445
10 C 0.1522 -2.6109 -2.3470
11 C -0.1693 -2.2011 -1.0678
12 C -0.2695 -0.8426 -0.7724
13 N -0.5917 -0.4869 0.5415
14 C -0.8584 0.7453 1.0540
15 O -0.8274 1.7772 0.4200
16 C -1.1750 0.7340 2.5471
17 C 0.0999 0.4570 3.3533
18 C -0.2190 0.4739 4.8551
19 N -1.3035 -0.4024 5.2433
20 C -0.9449 -1.7742 5.5281
21 C -0.1643 -2.5140 4.4848
22 N -0.6283 -3.0057 3.3902
23 C 0.3276 -3.6157 2.6515
24 C 1.5753 -3.5939 3.1862
25 S 1.5606 -2.7745 4.6961
26 C -2.4964 -0.1688 4.4584
27 C -2.2704 -0.2588 2.9451
28 C -0.0447 0.0934 -1.7741
29 C 1.2355 1.8296 -3.8470
30 H 1.5586 5.3186 -5.7776
31 H 3.0659 5.6149 -4.8777
32 H 3.0630 4.4749 -6.2456
33 H 1.1358 3.2906 -6.9069
34 H -0.1558 1.2769 -7.3809
35 H -0.5746 -0.3961 -5.6280
36 H 0.6395 -2.0048 -4.3383
37 H 0.2317 -3.6658 -2.5664
38 H -0.3496 -2.9318 -0.2922
39 H -0.6787 -1.2721 1.1726
40 H -1.5184 1.7465 2.7879
41 H 0.5180 -0.5100 3.0679
42 H 0.8494 1.2198 3.1354
43 H -0.5129 1.4911 5.1374
44 H 0.6696 0.2051 5.4314
45 H -1.8701 -2.3244 5.7208
46 H -0.3460 -1.7705 6.4470
47 H 0.0529 -4.0820 1.7225
48 H 2.4820 -4.0038 2.7913
49 H -2.8473 0.8386 4.7105
50 H -3.2623 -0.8823 4.7681
51 H -3.1977 -0.0233 2.4203
52 H -1.9888 -1.2852 2.7056
53 H -0.1420 1.1423 -1.5513
54 H 1.6441 2.0060 -2.8647

Structure (SMILES): COc1cccc(-c2cccc(NC(=O)C3CCN(Cc4nccs4)CC3)c2)c1
Charge: 0
Energy above the lowest of the compared OMol25 structures with the same formula, charge and spin (kcal per mole): 42.84
Energy (a.u.): -1604.39661



Formula: C5H7NS
Source: OMol25
Level of theory: ωB97M-V with the def2-TZVPD basis set

CARTESIAN COORDINATES (ANGSTROEM)
1 H 3.5546 -0.9673 -0.5581
2 N 2.7163 -1.3736 -0.2023
3 C 1.9182 -0.4794 0.1608
4 C 0.2563 -1.0916 0.3992
5 C -0.5469 -0.0723 0.0610
6 C -2.0995 -0.0143 0.0911
7 C 0.0446 1.2422 -0.2529
8 S 1.8318 1.2378 0.3035
9 H -0.0842 -2.1450 0.5501
10 H -2.3063 0.9953 0.5772
11 H -2.5026 -0.9531 0.6670
12 H -2.4276 0.0566 -0.8886
13 H 0.0884 1.6453 -1.2802
14 H -0.4431 1.9195 0.3723

Structure (SMILES): [H]/N=C1/C=C(C)CS1
Charge: 0
Energy above the lowest of the compared OMol25 structures with the same formula, charge and spin (kcal per mole): 46.75
Energy (a.u.): -647.58254



Formula: C3H2O3
Source: OMol25
Level of theory: ωB97M-V with the def2-TZVPD basis set

CARTESIAN COORDINATES (ANGSTROEM)
1 O -1.9194 -0.0684 0.9866
2 C -0.8886 0.5263 0.8074
3 C -0.0990 0.3288 -0.4895
4 O -0.3051 0.9859 -1.4801
5 C 0.9731 -0.7571 -0.4697
6 O 1.2432 -1.3405 0.5492
7 H -0.4820 1.2554 1.5351
8 H 1.4778 -0.9304 -1.4389

Structure (SMILES): O=CC(=O)C=O
Charge: 0
Energy above the lowest of the compared OMol25 structures with the same formula, charge and spin (kcal per mole): 36.50
Energy (a.u.): -341.17864